A structure of composition C40H58N8O8PdSi. Source: the OMol25 dataset; level of theory: wB97M-V/def2-TZVPD.

Element x y z (Å)
Pd: -1.46449 0.88383 -0.91348
C: 7.37124 0.16349 -4.90341
C: 6.28644 1.03889 -4.28473
C: 6.55683 2.55600 -4.64328
O: 5.01524 0.72776 -4.83137
C: 6.28347 0.83016 -2.74861
O: 5.15136 0.34644 -2.36844
O: 7.30928 1.10793 -2.13004
H: 7.24720 0.26278 -5.94187
H: 7.14324 -0.81298 -4.65492
H: 8.37992 0.46470 -4.62807
H: 6.49087 2.60660 -5.75094
H: 7.59719 2.80115 -4.34063
H: 5.70792 3.12850 -4.29147
H: 4.79550 0.06213 -4.16191
C: 0.14689 -3.89620 0.98870
C: -0.29197 -2.64949 0.18948
C: 0.32369 -2.51161 -1.18300
C: 0.07196 -1.45951 1.01295
O: -1.67512 -2.76727 0.11097
Si: -2.70416 -2.28593 -1.14879
O: -2.75067 -0.69823 -1.34657
O: -2.27712 -3.23073 -2.39278
C: -2.53840 -2.97368 -3.76556
C: -4.03371 -3.15104 -4.06760
C: -2.07985 -1.56687 -4.16384
C: -1.73102 -4.04256 -4.53172
O: -4.14520 -2.89796 -0.62484
C: -4.88899 -2.43929 0.48027
C: -4.03989 -2.44146 1.75226
C: -6.00712 -3.42537 0.64320
C: -5.41203 -1.04032 0.14845
H: 1.20005 -3.94400 1.28980
H: -0.09398 -4.81203 0.39940
H: -0.44245 -3.84642 1.91684
H: 1.44058 -2.37810 -1.16703
H: -0.19062 -1.63622 -1.63924
H: 0.13545 -3.39764 -1.84625
H: 1.10317 -1.37551 1.30186
H: -0.53739 -1.55879 1.91217
H: -0.20388 -0.53114 0.50415
H: -4.70440 -2.44871 -3.56524
H: -4.37541 -4.15421 -3.70077
H: -4.27262 -3.06366 -5.10781
H: -2.66382 -0.76159 -3.75045
H: -1.99797 -1.50262 -5.23818
H: -1.04731 -1.45959 -3.79507
H: -1.97873 -5.04015 -4.26929
H: -0.64881 -3.92346 -4.28616
H: -1.89110 -3.99553 -5.62213
H: -3.58886 -3.41940 1.87231
H: -4.80026 -2.29536 2.56823
H: -3.27711 -1.68139 1.75670
H: -5.68338 -4.30360 1.12000
H: -6.33324 -3.76308 -0.35212
H: -6.87269 -3.11254 1.19656
H: -4.67255 -0.34052 -0.28847
H: -5.85389 -0.66807 1.08274
H: -6.21630 -1.07704 -0.61948
C: -1.32899 2.03862 3.73644
C: -0.86229 1.45895 5.01039
N: -0.47855 2.11180 6.07030
C: -0.16714 1.16290 7.01316
C: -0.37501 -0.08944 6.52407
N: -0.74857 0.08518 5.24128
C: -0.94804 -0.95560 4.25733
N: -1.74053 -2.04078 4.74384
N: -1.12662 -3.12689 5.29984
N: -2.04178 -3.92650 5.80727
C: -3.25088 -3.29065 5.64786
C: -4.53331 -3.73521 5.91904
C: -5.55276 -2.84870 5.60264
C: -5.39459 -1.65609 4.94391
C: -4.10100 -1.19628 4.70376
C: -3.06777 -2.06770 5.01355
H: -1.65947 3.04869 3.79509
H: -2.17478 1.54734 3.23092
H: -0.45271 2.06869 3.08442
H: 0.13870 1.50326 7.97126
H: 0.02056 -1.06848 6.86388
H: -0.03200 -1.39075 3.90832
H: -1.39023 -0.48668 3.41749
H: -4.79125 -4.66285 6.45637
H: -6.54976 -3.23182 5.87853
H: -6.21684 -0.95146 4.71666
H: -3.98486 -0.27338 4.12463
C: 1.76480 6.68946 -3.26161
C: 2.78362 5.79606 -2.63568
C: 2.91255 4.47262 -3.03354
C: 3.83415 3.61679 -2.36284
C: 4.54980 4.07517 -1.27565
N: 5.42033 3.27908 -0.50697
C: 5.11835 2.05943 0.02167
O: 5.80681 1.41500 0.76402
N: 3.76939 1.58056 -0.23653
C: 2.56807 2.23602 -0.06416
C: 2.37475 3.43561 0.60044
C: 1.11770 3.99788 0.75285
C: -0.01770 3.28934 0.26653
N: 0.16365 2.13560 -0.40309
C: 1.39855 1.63180 -0.58331
C: 4.45302 5.41916 -0.97539
C: 3.58762 6.27265 -1.62872
H: 2.06393 7.70046 -3.11805
H: 0.78748 6.53095 -2.80839
H: 1.62233 6.66843 -4.34739
H: 2.29333 4.09793 -3.84341
H: 3.95015 2.60228 -2.68474
H: 6.21056 3.74236 -0.10675
H: 3.78961 0.72282 -0.74444
H: 3.22958 3.98986 1.00610
H: 0.95798 4.86626 1.40705
H: -1.06117 3.57331 0.25518
H: 1.43946 0.72540 -1.15177
H: 4.97794 5.83945 -0.09544
H: 3.57286 7.31260 -1.36973

Cartesian forces (eV/Å) of the 3 atoms listed first:
Pd 0.52 0.07 0.03
C -0.08 1.94 0.35
C 0.97 2.28 -0.43

Values from the calculation:
Energy above the lowest of the compared OMol25 structures with the same formula, charge and spin   10.7 kcal/mol
Charge   -2
Frontier orbital gap   0.171 Ha
Max |F|   2.94 eV/Å

---

A structure of composition C40H59As3BrN2O4Ti. Source: the OMol25 dataset; level of theory: wB97M-V/def2-TZVPD.

Element x y z (Å)
Ti: -0.43008 -0.18832 -0.64319
O: -0.17958 -4.58091 -0.22571
C: -1.12006 -4.73229 0.73244
C: -1.46962 -6.02583 1.10936
C: -2.42313 -6.24585 2.08895
C: -3.04233 -5.16328 2.70478
C: -2.69457 -3.87366 2.33945
C: -1.72796 -3.62371 1.36123
C: -1.36959 -2.24765 0.97633
O: -0.45012 -2.03914 0.04239
N: -1.99532 -1.26484 1.55658
N: -1.65886 -0.05601 1.02148
C: -2.45785 0.97619 1.33688
C: -2.36769 2.24703 0.71236
C: -3.29864 3.26293 1.02450
C: -3.26600 4.50133 0.41194
C: -2.29172 4.77149 -0.54773
C: -1.35365 3.79143 -0.87237
C: -1.36596 2.53956 -0.27118
O: -0.42959 1.64214 -0.57572
H: -0.08402 -3.60620 -0.36749
H: -0.96997 -6.85616 0.62354
H: -2.68122 -7.26121 2.36757
H: -3.79092 -5.32983 3.47041
H: -3.15598 -3.01154 2.80301
H: -3.26482 0.79567 2.04133
H: -4.05757 3.04060 1.76869
H: -4.00152 5.25527 0.67116
H: -2.25472 5.73451 -1.04431
H: -0.59079 3.98670 -1.61798
C: 0.55701 2.27969 -6.25412
C: 0.47704 0.75332 -6.42531
C: 1.89956 0.19259 -6.56720
C: -0.27964 0.45714 -7.71968
C: -0.20882 0.16721 -5.18949
C: 0.40073 0.30096 -3.92361
C: -0.24086 -0.09233 -2.77555
Br: 2.83711 0.80099 -1.17568
C: -1.55670 -0.59667 -2.86825
O: -2.09013 -0.72129 -1.64786
C: -2.14961 -0.89460 -4.10399
C: -1.44223 -0.46128 -5.24138
C: -3.45761 -1.66957 -4.31832
C: -3.17748 -2.90872 -5.18426
C: -4.50021 -0.79544 -5.02992
C: -4.07153 -2.16222 -3.00151
H: 1.05361 2.75074 -7.11215
H: 1.11131 2.53228 -5.34900
H: -0.44738 2.69803 -6.15354
H: 2.38945 0.59604 -7.46152
H: 1.87009 -0.89703 -6.64850
H: 2.51026 0.44745 -5.70040
H: 0.24109 0.91160 -8.56823
H: -1.29307 0.86436 -7.68520
H: -0.34482 -0.61995 -7.89775
H: 1.39876 0.73177 -3.85965
H: -1.90683 -0.62972 -6.20849
H: -2.77056 -2.63443 -6.16069
H: -4.10091 -3.47691 -5.34623
H: -2.45241 -3.55601 -4.68489
H: -4.14430 -0.46108 -6.00857
H: -4.72572 0.08857 -4.42849
H: -5.42817 -1.36026 -5.17893
H: -3.35468 -2.75789 -2.43697
H: -4.95762 -2.77280 -3.21352
H: -4.35401 -1.32583 -2.36485
C: 2.22368 -2.97095 2.94350
As: 1.10994 -1.35460 3.16865
C: 0.11434 -2.09537 4.70365
C: 2.53953 -0.41630 4.19546
C: 2.27962 1.03100 4.65228
C: 0.83836 1.15652 5.17867
C: 2.49428 2.05297 3.52050
As: 1.21655 2.09888 1.95827
C: 2.25406 3.52315 1.07458
C: -0.02631 3.39249 2.80072
C: 3.20332 1.37353 5.84224
As: 5.16171 1.63428 5.75422
C: 5.29072 3.36455 4.82441
C: 5.78624 0.50884 4.27022
H: 2.58072 -3.32900 3.91264
H: 3.07953 -2.75513 2.30321
H: 1.63146 -3.75484 2.46870
H: 0.76568 -2.27957 5.56260
H: -0.33263 -3.03829 4.38365
H: -0.69457 -1.42616 4.99632
H: 3.41376 -0.44248 3.54026
H: 2.76928 -1.04356 5.06505
H: 0.12358 0.88820 4.39646
H: 0.63130 2.18279 5.49278
H: 0.67829 0.49120 6.03289
H: 3.47320 1.87261 3.06651
H: 2.51272 3.05589 3.96079
H: 2.30028 4.41988 1.69810
H: 1.75959 3.76108 0.13178
H: 3.25682 3.16641 0.84608
H: 0.50183 4.01276 3.53003
H: -0.85580 2.88297 3.29063
H: -0.43940 4.03092 2.01867
H: 3.06753 0.61263 6.61696
H: 2.86107 2.31431 6.29043
H: 4.64955 4.09488 5.31886
H: 4.99996 3.29153 3.77796
H: 6.31943 3.72218 4.88334
H: 5.60764 -0.54227 4.49401
H: 6.86166 0.65807 4.16574
H: 5.30312 0.76144 3.32705
C: 1.66337 -0.68601 -0.61627
H: 1.91535 -1.48541 -1.30902
H: 2.06272 -0.95314 0.36141

Cartesian forces (eV/Å) of the 3 atoms listed first:
Ti 0.40 -0.31 -1.00
O -0.06 -0.14 0.05
C 0.08 0.23 0.06

Values from the calculation:
Energy above the lowest of the compared OMol25 structures with the same formula, charge and spin   9.9 kcal/mol
Charge   -2
Frontier orbital gap (spin up / spin down)   0.144 / 0.217 Ha
Max |F|   1.21 eV/Å
Spin multiplicity   2

---

A cluster of 3 separate species, C40H59IN4O9S2 in total. Source: the OMol25 dataset; level of theory: wB97M-V/def2-TZVPD.

Element x y z (Å)
C: 4.73837 3.36908 -1.12735
C: 3.32438 2.80400 -0.99530
S: 2.33128 3.36514 -2.41011
C: 0.62139 3.02982 -1.89195
C: 0.33766 1.55722 -1.92407
C: 0.09744 0.84133 -0.77218
C: -0.08091 -0.52986 -0.79578
C: -0.01528 -1.23376 -2.00115
C: 0.19206 -0.51336 -3.17862
I: 0.30942 -1.40088 -5.08195
C: 0.36206 0.86849 -3.14699
O: 0.61933 1.54137 -4.30233
C: -0.12837 -2.70834 -1.92393
O: 0.29565 -3.45540 -2.76995
C: -0.79736 -3.26943 -0.71723
C: -1.31343 -4.54692 -0.85244
C: -1.94113 -5.15390 0.22639
C: -2.45237 -6.55963 0.09371
C: -1.50474 -7.46711 0.87359
C: -0.60091 -8.31227 0.06806
O: -1.77697 -8.81042 0.85876
C: -2.07229 -4.44393 1.42610
O: -2.76812 -5.11382 2.40596
C: -2.11440 -5.41545 3.63346
C: -2.57436 -6.80276 4.15026
C: -1.44195 -7.82465 4.26710
O: -3.63958 -7.33762 3.37746
C: -1.59213 -3.12712 1.56262
C: -1.85412 -2.38797 2.84741
C: -3.39664 -2.23347 3.01749
C: -3.93749 -0.88689 2.50223
C: -5.19794 -1.03738 1.62965
C: -6.31129 -0.02507 1.95220
C: -6.26787 1.29029 1.15201
C: -6.26445 2.52149 2.07479
S: -4.67476 3.36941 1.94628
C: -4.90460 4.64672 3.09045
N: -3.96618 5.24741 3.74306
N: -4.60725 6.18977 4.53724
C: -5.86092 6.06720 4.30760
O: -6.13502 5.10475 3.38693
C: -0.91992 -2.56483 0.48100
C: -0.27791 -1.22824 0.51496
O: 0.13417 -0.69903 1.51866
H: 5.45703 2.58574 -1.33234
H: 4.78865 4.08408 -1.94361
H: 5.04045 3.88137 -0.22222
H: 3.35668 1.72306 -1.05307
H: 2.83102 3.11980 -0.08362
H: -0.02383 3.60846 -2.54398
H: 0.48003 3.39732 -0.87986
H: 0.07026 1.34365 0.18080
H: 0.00738 2.27400 -4.41796
H: -1.20674 -5.07437 -1.78300
H: -3.43333 -6.69335 0.53648
H: -2.37983 -6.91262 -0.92446
H: -1.08396 -7.06897 1.78305
H: 0.29801 -8.70912 0.50927
H: -0.93673 -8.65836 -0.89575
H: -2.41579 -4.67664 4.36970
H: -1.03504 -5.40073 3.51468
H: -2.94746 -6.65435 5.16128
H: -1.58485 -8.64520 3.57255
H: -1.44128 -8.25074 5.26582
H: -0.46872 -7.35958 4.14990
H: -4.45129 -7.20568 3.86762
H: -1.40690 -1.40449 2.86478
H: -1.43653 -2.92253 3.68754
H: -3.86995 -2.99653 2.41730
H: -3.67683 -2.36562 4.05756
H: -4.13536 -0.26033 3.36975
H: -3.19053 -0.35340 1.91981
H: -4.88312 -0.86578 0.60312
H: -5.62595 -2.03169 1.70024
H: -6.25141 0.21659 3.00836
H: -7.27187 -0.50043 1.77782
H: -7.16957 1.37121 0.55466
H: -5.42794 1.33229 0.46243
H: -6.46476 2.23124 3.09814
H: -7.04152 3.22635 1.80315
H: -6.65905 6.61652 4.75988
C: 4.59630 -2.30615 -5.19980
C: 5.75423 -1.82235 -6.06418
C: 6.33322 -0.47490 -5.60968
O: 5.54355 0.65322 -5.92830
C: 4.45185 0.90247 -5.05714
N: 5.32377 -1.79780 -7.46519
H: 3.67749 -1.77661 -5.44105
H: 4.41083 -3.36703 -5.36498
H: 4.80769 -2.16383 -4.13794
H: 6.56122 -2.55650 -5.97781
H: 7.28047 -0.32083 -6.13371
H: 6.56092 -0.48734 -4.53461
H: 4.69664 0.63845 -4.02349
H: 3.55434 0.36370 -5.36931
H: 4.23301 1.96873 -5.10207
H: 6.12182 -1.58893 -8.05798
H: 4.70775 -0.99800 -7.58436
C: 2.57190 8.38609 1.82232
C: 2.97331 8.22753 0.36188
C: 3.81464 6.97733 0.08094
O: 5.16395 7.06111 0.49893
C: 5.39080 6.82414 1.87541
N: 3.64371 9.45509 -0.07932
H: 3.39325 8.76400 2.43062
H: 1.75617 9.10172 1.91072
H: 2.23526 7.44090 2.24894
H: 2.05419 8.12231 -0.22270
H: 3.85936 6.83618 -1.00230
H: 3.34470 6.07527 0.49850
H: 4.70598 6.06776 2.27069
H: 5.29944 7.74114 2.46144
H: 6.41276 6.46020 1.98000
H: 3.80797 9.40706 -1.08070
H: 4.57557 9.46064 0.32632

Cartesian forces (eV/Å) of the 3 atoms listed first:
C -0.15 0.09 -0.08
C -0.25 -0.16 -0.42
S 0.13 0.61 -0.18

Values from the calculation:
Energy above the lowest of the compared OMol25 structures with the same formula, charge and spin   0.0 kcal/mol
Frontier orbital gap   0.291 Ha
Structure (SMILES)   CCSCc1cc2c(c(I)c1O)C(=O)c1cc(C[C@@H]3CO3)c(OC[C@H](C)O)c(CCCCCCCSc3nnco3)c1C2=O.COC[C@@H](C)N.COC[C@@H](C)N
Max |F|   2.53 eV/Å